(1)
ORCA calculation (ωB97M-V with the def2-TZVPD basis set) on a 2-piece molecular cluster, C25H31O3Si overall at a distorted geometry.

```
60
Properties=species:S:1:pos:R:3:forces:R:3
C 1.75856 1.02389 -1.94259 0.44 0.20 0.16
C 0.94533 -2.53833 -0.87909 0.14 -0.60 -0.33
Si -3.70980 0.14283 2.15629 0.31 -0.03 1.20
C -4.52043 -1.49779 1.96483 -0.11 -0.05 -0.20
C 2.62455 3.37117 -3.26293 -0.22 0.35 -0.27
H 4.07136 2.12885 -4.26998 0.14 -0.09 0.01
H 1.44999 -0.34952 3.12782 0.14 0.08 0.13
H 0.45276 -2.31391 0.06415 0.16 0.12 -0.07
H -1.70287 -0.35158 0.82438 -0.10 0.22 -0.03
C 0.69845 -0.14777 3.89653 0.60 0.00 0.45
C 0.45687 1.37127 4.10706 0.46 0.03 -0.20
C 0.69907 -5.11139 -0.57327 -0.38 -0.22 0.58
C -0.62950 -0.70613 3.54017 -2.06 1.18 0.34
H 1.34675 5.96894 -4.04589 0.29 -0.07 -0.01
C -1.05033 1.55432 4.26650 -0.33 -0.50 0.27
H 1.36449 5.24452 -1.16961 -0.12 -0.04 -0.36
H 1.99146 -6.82276 -1.02504 -0.14 0.16 -0.38
C -2.43884 0.46369 0.84401 0.28 0.02 -0.35
C 1.60022 3.43911 -2.28901 0.43 -1.03 -0.25
H -5.64256 1.28628 3.06553 -0.03 0.15 -0.07
H -1.91995 1.41221 1.04057 -0.03 -0.20 -0.08
H -0.39080 -5.16496 -0.43873 0.31 -0.06 0.00
C 1.94723 -1.87906 -3.01158 -0.02 0.51 0.42
H 3.42420 0.09806 -3.00640 -0.11 0.47 0.08
C 1.42611 -1.48848 -1.72310 -0.31 -0.17 -0.03
H -3.77146 -2.28458 2.07134 -0.09 -0.08 -0.01
C 1.16892 2.29166 -1.64354 0.43 0.48 -0.25
H -0.83263 -1.73984 3.25383 0.10 0.29 0.10
H 0.07528 4.92342 -2.35645 0.28 0.20 0.02
H 0.82445 1.91190 3.23112 -0.11 0.02 -0.02
H 2.61268 -3.45999 -4.29857 -0.05 0.04 -0.23
H 2.59987 6.37363 -2.83410 0.00 -0.21 -0.22
C 1.15685 4.85563 -2.17953 -0.45 0.17 0.60
H -5.25934 -1.60301 2.76203 -0.01 -0.15 -0.08
C 1.21551 -6.21563 -1.50651 0.22 -0.03 -0.33
C -1.61047 0.21940 3.78125 2.11 -0.70 0.01
H 0.36997 2.37002 -0.91209 0.02 -0.14 -0.04
H -5.01686 -1.60058 0.99437 -0.01 -0.07 0.14
C 3.26684 2.14757 -3.55258 -0.23 0.59 0.27
H -4.39543 2.45140 2.56672 -0.11 0.00 -0.02
H 1.05916 -0.58805 4.83958 0.07 -0.06 -0.28
C 1.08820 -3.85507 -1.26364 0.31 0.65 -0.37
H 1.16673 -5.15727 0.41863 -0.16 -0.14 -0.21
H -1.44543 2.39465 3.68002 -0.03 -0.13 0.21
C 1.98223 5.57450 -3.25036 0.22 -0.08 -0.31
H 0.68170 0.01722 -0.36571 0.23 -0.15 -0.48
C 2.15778 -3.18580 -3.36243 -0.14 -0.50 0.16
C 1.72757 -4.19451 -2.47721 0.01 -0.56 0.18
O -2.93226 0.06222 3.69545 -0.89 0.00 -1.22
C 2.86476 1.02422 -2.86405 -0.32 -0.26 0.07
H -2.92167 0.52602 -0.14269 0.10 0.01 0.22
O 2.89762 4.56490 -3.86493 -0.88 -1.06 1.32
O 1.83696 -5.53330 -2.69375 -0.59 1.47 1.12
H 1.01681 1.76815 4.95898 -0.08 -0.14 -0.12
H -1.32904 1.70060 5.33007 -0.02 0.03 -0.54
H 2.15504 -1.09790 -3.73921 -0.06 -0.38 0.14
C 1.27521 -0.15004 -1.28066 0.16 0.18 -0.88
C -4.91450 1.53126 2.28850 -0.08 0.00 -0.14
H -5.43611 1.68477 1.33724 -0.03 0.06 0.18
H 0.41273 -6.86104 -1.88172 0.35 0.20 -0.04
```
Forces are in eV/Å.

The total energy is -1486.23608 a.u. The calculation puts the energy relative to the best compared isomer or geometry (same formula, charge and spin) at 0.000 eV. As for the total charge: +1. The gap between HOMO and LUMO is 5.1618 eV. The highest occupied orbital energy comes out at -0.3769 Eh.

Here are the natural (NBO) charges for atoms 1 to 6, given in e:
1 C -0.18
2 C -0.10
3 Si 1.90
4 C -1.15
5 C 0.49
6 H 0.25

***

(2)
ORCA calculation (ωB97M-V with the def2-TZVPD basis set) on C25H32AuBr2N3OPSSi as an isolated structure.

```
67
Properties=species:S:1:pos:R:3:forces:R:3
C 3.19975 -0.64463 -1.80558 0.13 0.13 0.27
C 2.73113 4.08272 0.63522 -0.02 0.01 0.01
H -3.85397 0.51727 1.30010 0.07 0.03 0.03
H -1.98383 1.94409 -2.44559 -0.01 0.02 -0.02
H 1.02855 2.74455 -3.71939 -0.03 -0.02 -0.01
C -1.92904 -3.20758 3.49609 0.03 0.08 -0.03
C 4.95132 3.19988 0.40987 0.02 0.04 0.00
H -2.18925 0.38288 -3.24314 0.01 -0.09 0.01
H 2.47424 -0.78448 2.14047 0.08 0.05 -0.02
H -0.37783 3.05150 4.18687 0.02 0.00 -0.02
C 0.75776 -0.23934 -3.95848 -0.07 0.02 -0.04
C 4.10398 4.27107 0.65051 0.04 0.01 -0.01
C -2.92724 -3.86827 1.29460 0.04 0.04 -0.06
H 4.28120 -0.72446 -1.69134 0.11 -0.03 0.08
H -2.42456 -1.53132 -2.41707 0.00 0.00 0.00
H 2.82184 -1.63305 -2.06027 -0.04 -0.08 0.00
C 3.03938 1.74002 0.13054 -0.04 -0.14 -0.02
C -1.01334 -2.45597 4.17536 -0.18 -0.23 -0.05
H -4.14384 0.06594 3.80244 -0.09 -0.07 0.09
H 0.61522 3.06513 -2.01704 -0.01 -0.01 0.01
H 4.51528 5.25032 0.84981 0.02 0.05 0.01
H -2.12181 1.51058 4.99278 0.01 -0.02 0.13
H 1.13101 2.69174 0.37977 -0.12 0.00 0.01
N -1.68149 2.02003 2.96011 -0.16 -0.21 -0.28
C -0.23911 -1.49986 3.50564 -0.03 0.04 -0.29
Au 0.05718 0.00515 -0.45086 0.05 0.29 -0.27
C 1.05676 2.34417 -2.70498 -0.04 -0.05 -0.10
H 0.11389 -1.10230 -4.11690 -0.09 0.00 0.04
H 2.44720 -2.16112 1.03624 -0.05 -0.09 -0.06
C -2.12253 -2.53936 -2.13378 -0.06 0.11 -0.16
H -0.86482 -2.60012 5.23610 -0.02 -0.02 0.01
P 0.12436 0.79638 -2.61306 0.00 -0.02 0.24
Si 2.46839 -0.00367 -0.20409 0.09 -0.20 -0.05
H -0.61304 3.75833 2.56674 0.05 -0.04 0.04
C -0.39540 -1.23079 2.15457 -0.53 -0.29 0.10
H -1.45554 1.72375 -4.13825 -0.06 0.01 0.01
H -3.54513 -4.34618 -0.68528 -0.04 -0.05 -0.05
C -1.54192 1.25018 -3.15814 0.13 0.14 -0.06
H 0.37013 2.28341 2.76448 0.07 0.01 0.00
C -2.21291 1.69899 1.76675 0.08 -0.02 -0.20
O 0.26823 -0.26437 1.57543 -0.17 0.15 -0.04
C -2.09520 -3.05340 2.09345 0.09 0.03 0.15
H 6.02263 3.34109 0.42321 0.05 0.01 0.00
H 2.06876 4.91602 0.82265 -0.05 0.05 0.01
H 1.75945 -0.58993 -3.73790 -0.16 -0.04 -0.16
Br -2.94736 -4.49239 4.43557 -0.01 -0.01 0.04
H 0.77864 0.35975 -4.87207 -0.03 -0.04 0.03
H -1.10913 -2.70990 -2.49646 0.06 0.00 -0.04
H 5.10210 1.12552 -0.03337 0.08 -0.10 -0.03
C 2.20466 2.82640 0.37964 -0.04 -0.02 0.09
C -1.34586 -2.05836 1.43023 0.36 0.12 0.12
H -3.52299 -4.63675 1.76376 -0.03 -0.04 0.03
C -2.38679 1.39422 3.96080 -0.32 -0.26 0.12
N -3.25858 0.88494 2.02430 0.16 0.11 -0.07
N -1.42510 -1.88684 0.07689 0.21 0.28 0.38
C -2.15858 -2.69692 -0.65051 -0.06 0.01 0.10
H 2.09025 2.18146 -2.40396 0.01 0.04 -0.02
S -1.68138 2.21395 0.24398 -0.03 -0.08 -0.30
C 4.42204 1.94662 0.15067 -0.03 0.01 -0.01
Br 1.06232 -0.56371 4.50504 -0.13 0.14 -0.01
H 3.93838 -1.24337 1.25828 0.12 -0.05 -0.01
C -0.49552 2.83233 3.12885 0.11 0.14 0.00
C -3.37930 0.68411 3.37819 0.13 0.06 0.33
C -2.94188 -3.70710 -0.05985 -0.02 0.00 0.19
H 3.02415 0.03309 -2.63428 0.18 0.10 0.04
H -2.78860 -3.24487 -2.62256 -0.01 -0.03 -0.04
C 2.85069 -1.16339 1.19708 0.18 0.07 -0.19
```
Forces are in eV/Å.

The total energy is -7524.01931 a.u. The calculation puts the energy relative to the best compared isomer or geometry (same formula, charge and spin) at 0.000 eV. As for the total charge: +1. The gap between HOMO and LUMO is 7.0624 eV. The highest occupied orbital energy comes out at -0.3725 Eh.

Here are the natural (NBO) charges for atoms 1 to 6, given in e:
1 C -1.17
2 C -0.20
3 H 0.44
4 H 0.28
5 H 0.25
6 C -0.09

***

Q: total charge of number 1 (C25H31O3Si)?
A: +1

***

Q: What is the gap between HOMO and LUMO in the second record?
A: 7.0624 eV